Record 1
{"formula": "C28H38N2OPSbSe4Ti", "method": "ωB97M-V with the def2-TZVPD basis set", "e_homo_ev": -7.10, "lumo_ha": -0.0362, "homo_lumo_gap_ev": 6.112, "spin_multiplicity": 1, "elements": ["Ti", "O", "C", "C", "C", "C", "C", "C", "N", "H", "H", "H", "H", "H", "H", "H", "C", "C", "C", "P", "C", "C", "C", "C", "C", "C", "C", "C", "C", "C", "N", "C", "C", "C", "C", "C", "C", "C", "C", "C", "H", "H", "H", "H", "H", "H", "H", "H", "H", "H", "H", "H", "H", "H", "H", "H", "H", "H", "H", "H", "H", "H", "H", "H", "H", "H", "H", "H", "H", "H", "H", "Se", "Sb", "Se", "Se", "Se"], "positions_angstrom": [[0.8884, -0.2370, -0.7229], [3.0079, -0.2241, -1.0766], [3.2818, 0.2481, -2.3936], [2.6087, 1.5854, -2.4485], [3.1177, 2.6725, -3.1412], [2.5116, 3.9060, -2.9931], [1.4388, 4.0323, -2.1207], [0.9793, 2.9016, -1.4799], [1.5207, 1.6931, -1.6710], [3.4353, -1.1441, -0.9742], [2.8781, -0.4452, -3.1404], [4.3570, 0.3454, -2.5441], [3.9962, 2.5465, -3.7588], [2.8960, 4.7702, -3.5185], [0.9715, 4.9876, -1.9311], [0.1696, 2.9545, -0.7641], [-4.2398, -0.8119, -1.6967], [-2.7663, -1.1741, -1.5099], [-2.6599, -2.3527, -0.5446], [-1.6676, 0.2326, -0.9865], [-2.1407, 1.6788, -2.0439], [-2.0825, 1.2422, -3.5116], [-3.4022, 2.4714, -1.7046], [-2.0925, 0.5309, 0.7540], [-3.3195, 0.9205, 1.2883], [-3.5255, 0.9986, 2.6595], [-4.8552, 1.4147, 3.2285], [-2.4618, 0.6642, 3.4985], [-1.2328, 0.2726, 3.0000], [-1.0380, 0.2022, 1.6212], [0.1842, -0.1193, 1.0420], [1.3055, -0.6655, 1.7396], [1.3146, -2.0294, 2.1149], [0.0816, -2.8698, 2.0090], [2.4892, -2.5728, 2.5969], [3.6516, -1.8134, 2.7269], [4.9260, -2.4685, 3.1716], [3.6014, -0.4624, 2.4248], [2.4423, 0.1344, 1.9411], [2.4395, 1.6129, 1.6516], [-4.4078, -0.0721, -2.4756], [-4.6874, -0.4537, -0.7683], [-4.7812, -1.7149, -1.9849], [-2.3425, -1.4817, -2.4708], [-2.9438, -2.0622, 0.4697], [-1.6595, -2.7735, -0.5319], [-3.3442, -3.1378, -0.8709], [-1.3099, 2.3668, -1.8974], [-2.9261, 0.6061, -3.7800], [-1.1668, 0.6878, -3.7307], [-2.1120, 2.1208, -4.1588], [-4.3134, 1.8848, -1.7953], [-3.4859, 3.3145, -2.3949], [-3.3561, 2.8766, -0.6941], [-4.1389, 1.1736, 0.6274], [-5.5259, 1.7654, 2.4444], [-4.7403, 2.2189, 3.9568], [-5.3448, 0.5819, 3.7369], [-2.6004, 0.7174, 4.5727], [-0.4174, 0.0198, 3.6669], [0.3440, -3.9253, 1.9821], [-0.4739, -2.6338, 1.1076], [-0.5796, -2.6886, 2.8612], [2.5166, -3.6310, 2.8263], [4.8546, -2.7950, 4.2110], [5.7731, -1.7901, 3.0817], [5.1238, -3.3466, 2.5553], [4.4918, 0.1449, 2.5475], [3.0327, 2.1364, 2.4013], [1.4300, 2.0243, 1.6628], [2.8904, 1.8249, 0.6790], [4.6747, -2.7974, -0.7967], [3.0461, -4.3591, -1.6708], [0.5445, -1.9842, -2.0453], [1.9209, -5.7335, -0.1208], [3.0046, -4.7134, -3.9953]], "atomic_forces_ev_per_a": [[0.5, 0.0, 0.1], [-0.3, 0.0, 0.0], [0.0, 0.1, 0.0], [0.1, 0.1, 0.0], [0.0, 0.0, 0.0], [0.0, 0.0, 0.0], [0.0, 0.0, 0.0], [0.0, 0.0, 0.0], [-0.1, 0.0, 0.0], [0.1, 0.0, 0.1], [0.0, 0.0, 0.0], [0.0, 0.0, 0.0], [0.0, 0.0, 0.0], [0.0, 0.0, 0.0], [0.0, 0.0, 0.0], [0.0, 0.0, 0.0], [0.0, 0.0, 0.0], [0.0, 0.0, 0.0], [0.0, 0.0, 0.0], [-0.1, 0.1, 0.0], [-0.1, 0.0, 0.0], [0.0, 0.0, 0.0], [0.0, 0.0, 0.0], [0.0, 0.0, 0.0], [0.0, 0.0, 0.0], [0.0, 0.0, 0.0], [0.0, 0.0, 0.0], [0.0, 0.0, 0.0], [0.0, 0.0, 0.0], [0.1, 0.1, 0.0], [-0.1, 0.0, 0.1], [-0.1, 0.0, -0.1], [0.1, 0.0, 0.0], [0.0, 0.0, 0.0], [0.0, 0.0, -0.1], [0.0, 0.0, 0.0], [0.0, 0.0, 0.0], [0.0, 0.0, 0.0], [0.0, 0.0, 0.0], [0.0, 0.0, 0.0], [0.0, 0.0, 0.0], [0.0, 0.0, 0.0], [0.0, 0.0, 0.0], [0.0, 0.0, 0.0], [0.0, 0.0, 0.0], [0.0, 0.0, 0.0], [0.0, 0.0, 0.0], [0.0, 0.0, 0.0], [0.0, 0.0, 0.0], [0.0, 0.0, 0.0], [0.0, 0.0, 0.0], [0.0, 0.0, 0.0], [0.0, 0.0, 0.0], [0.0, 0.0, 0.0], [0.0, 0.0, 0.0], [0.0, 0.0, 0.0], [0.0, 0.0, 0.0], [0.0, 0.0, 0.0], [0.0, 0.0, 0.0], [0.0, 0.0, 0.0], [0.0, 0.0, 0.0], [0.0, 0.0, -0.1], [0.0, 0.0, 0.0], [0.0, 0.0, 0.0], [0.0, 0.0, 0.0], [0.0, 0.0, 0.0], [0.0, 0.0, 0.0], [0.0, 0.0, 0.0], [0.0, 0.0, 0.0], [0.0, 0.0, 0.0], [0.0, 0.0, 0.0], [0.0, 0.0, 0.0], [0.1, 0.0, 0.0], [-0.1, -0.3, -0.1], [-0.1, 0.1, 0.1], [0.0, 0.1, 0.0]], "mulliken_charge": [0.234, 0.215, -0.685, 0.421, -0.973, -0.360, -1.118, -0.602, 0.899, -0.536, 0.316, 0.531, 0.531, 0.406, 0.483, 0.939, -1.470, 0.181, -1.505, 1.675, 1.043, -1.733, -1.565, -0.222, -0.019, 0.314, -1.742, -0.944, -0.642, -0.676, 1.552, -0.712, 0.950, -1.352, -0.631, 0.581, -1.626, -0.688, 1.263, -1.737, 0.294, 0.201, 0.478, 0.771, 0.230, 0.059, 0.619, -0.178, 0.259, 0.344, 0.474, 0.213, 0.471, 0.403, 0.205, 0.359, 0.386, 0.334, 0.422, 0.556, 0.397, -0.127, 0.356, 0.460, 0.388, 0.365, 0.348, 0.398, 0.563, 0.171, 0.190, -0.598, 0.830, -0.590, -0.516, -0.533]}

---

Record 2
{"formula": "C28H38N4PdS3", "method": "ωB97M-V with the def2-TZVPD basis set", "e_homo_ev": [-12.73, -12.73], "lumo_ha": [-0.3299, -0.3296], "charge": 2, "homo_lumo_gap_ev": [3.750, 3.761], "spin_multiplicity": 1, "elements": ["Pd", "C", "C", "C", "N", "C", "C", "C", "C", "C", "C", "C", "N", "C", "C", "C", "N", "C", "C", "C", "C", "C", "C", "C", "N", "C", "C", "H", "H", "H", "H", "H", "H", "H", "H", "H", "H", "H", "H", "H", "H", "H", "H", "H", "H", "H", "H", "H", "H", "H", "H", "H", "H", "C", "C", "S", "C", "C", "S", "C", "C", "S", "H", "H", "H", "H", "H", "H", "H", "H", "H", "H", "H", "H"], "positions_angstrom": [[0.1658, -0.0779, -0.0129], [-1.6984, 0.1935, 3.3765], [-2.8561, 0.7697, 2.5521], [-2.6090, 0.9766, 1.0431], [-1.8670, -0.1669, 0.5080], [-2.4373, -1.3147, 0.3926], [-3.8848, -1.4859, 0.3776], [-4.6293, -2.4871, 0.8957], [-4.1764, -3.5808, 1.6840], [-2.8880, -4.0366, 1.8936], [-1.7388, -3.5853, 1.2760], [-1.5358, -2.5024, 0.3569], [-0.4192, -2.6138, -0.2845], [-0.0682, -2.0029, -1.5402], [1.3968, -2.2660, -1.8995], [2.3236, -1.0910, -1.5870], [2.0576, -0.4612, -0.3038], [2.7497, -0.6747, 0.8350], [3.8547, -1.5202, 0.9042], [4.8197, -1.6666, 1.8940], [4.9721, -0.9795, 3.0820], [4.1108, -0.0179, 3.5868], [2.8938, 0.4286, 3.0996], [2.1919, 0.0731, 1.9417], [0.9281, 0.4771, 1.7295], [0.3041, 1.5721, 2.4719], [-0.5349, 1.1356, 3.6722], [-2.1226, -0.1097, 4.3361], [-1.3169, -0.7245, 2.9205], [-3.7135, 0.0989, 2.6599], [-3.1677, 1.7319, 2.9634], [-3.5688, 1.1075, 0.5367], [-2.0158, 1.8663, 0.8602], [-4.4241, -0.6928, -0.1308], [-5.7012, -2.4107, 0.7626], [-4.9599, -4.1513, 2.1716], [-2.7771, -4.8962, 2.5416], [-0.8313, -4.1600, 1.4290], [-0.7489, -2.4141, -2.2955], [-0.3470, -0.9060, -1.6379], [1.7002, -3.1581, -1.3494], [1.4789, -2.4990, -2.9617], [3.3628, -1.4072, -1.6695], [2.1852, -0.3235, -2.3498], [4.0108, -2.1463, 0.0351], [5.5834, -2.4043, 1.6763], [5.8460, -1.2131, 3.6753], [4.4097, 0.4294, 4.5279], [2.3901, 1.1390, 3.7405], [1.0703, 2.2777, 2.7983], [-0.3067, 2.1311, 1.7641], [0.1151, 0.6465, 4.4024], [-0.9149, 2.0408, 4.1543], [2.0004, 2.9588, -2.9360], [1.1138, 3.5392, -1.8359], [-0.1909, 2.4955, -1.1122], [-1.6943, 2.8442, -2.0666], [-1.7930, 2.3460, -3.5001], [-1.5080, 0.5768, -3.7570], [0.2884, 0.4295, -3.9565], [0.9896, 1.2755, -5.0074], [1.2864, 3.0211, -4.6001], [2.3169, 1.9433, -2.6991], [2.9078, 3.5629, -2.9764], [0.6207, 4.4511, -2.1750], [1.7338, 3.8083, -0.9790], [-1.8508, 3.9247, -2.0341], [-2.4812, 2.3880, -1.4676], [-1.1345, 2.9019, -4.1592], [-2.8146, 2.5161, -3.8468], [0.4143, -0.6211, -4.2362], [0.7644, 0.5775, -2.9896], [0.4178, 1.3015, -5.9357], [1.9514, 0.8120, -5.2353]], "atomic_forces_ev_per_a": [[0.3, -0.5, 0.3], [-0.1, 0.1, 0.1], [0.0, -0.1, 0.0], [-0.1, 0.0, 0.0], [0.1, 0.3, 0.0], [-0.1, -0.2, 0.0], [0.1, 0.1, 0.0], [0.0, -0.1, 0.1], [0.0, 0.0, 0.0], [-0.1, 0.0, 0.0], [0.1, 0.1, -0.1], [-0.3, 0.0, 0.2], [0.3, 0.1, -0.1], [-0.1, 0.0, 0.2], [0.1, 0.0, 0.1], [0.2, 0.0, 0.0], [-0.1, 0.0, -0.1], [0.2, -0.1, -0.2], [0.1, -0.1, 0.0], [0.0, 0.0, -0.1], [0.0, 0.0, 0.0], [-0.1, 0.0, 0.0], [0.1, 0.0, 0.1], [-0.1, 0.2, 0.3], [-0.1, 0.1, 0.0], [0.0, -0.2, 0.0], [0.1, 0.0, 0.0], [0.0, 0.0, 0.0], [0.0, 0.0, 0.0], [0.0, 0.0, 0.0], [0.0, 0.0, 0.0], [0.0, 0.0, 0.0], [0.0, 0.0, -0.1], [0.0, 0.0, 0.0], [0.0, 0.0, 0.0], [0.0, 0.0, 0.0], [0.0, 0.0, 0.0], [0.0, 0.0, 0.0], [0.0, 0.0, 0.0], [-0.2, 0.2, -0.3], [0.0, 0.0, 0.0], [0.0, 0.0, 0.0], [0.0, 0.0, 0.0], [0.1, -0.1, 0.1], [0.0, 0.0, 0.0], [0.0, 0.0, 0.0], [0.0, 0.0, 0.0], [0.0, 0.0, 0.0], [0.0, 0.0, 0.0], [0.0, 0.0, 0.0], [0.0, 0.0, 0.0], [0.0, 0.0, 0.0], [0.0, 0.0, 0.0], [0.0, 0.0, 0.0], [0.0, 0.0, 0.0], [0.0, -0.1, -0.2], [0.1, 0.0, -0.1], [-0.1, 0.0, 0.0], [-0.1, 0.1, 0.0], [-0.1, 0.1, 0.0], [0.0, 0.0, 0.0], [0.0, 0.0, -0.1], [0.0, 0.0, 0.0], [0.0, 0.0, 0.0], [0.0, 0.0, 0.0], [0.0, 0.0, 0.0], [0.0, 0.0, 0.0], [-0.1, 0.0, 0.1], [0.0, 0.0, 0.0], [0.0, 0.0, 0.0], [0.0, 0.0, 0.0], [-0.1, 0.1, -0.1], [0.0, 0.0, 0.0], [0.0, 0.0, 0.0]], "mulliken_charge": [-0.526, -0.431, -0.794, -1.580, 0.861, 0.491, -0.413, -0.454, -0.116, -0.770, -0.299, 0.427, -0.004, -1.082, -0.962, -0.337, 0.090, 1.118, -0.547, -0.770, -0.610, -0.711, -0.652, 1.119, 0.236, -1.058, -0.784, 0.407, -0.011, 0.365, 0.451, 0.479, 0.568, 0.436, 0.433, 0.432, 0.450, 0.494, 0.600, 0.768, 0.323, 0.533, 0.656, -0.379, 0.290, 0.370, 0.383, 0.379, 0.328, 0.805, -0.063, 0.414, 0.449, -0.121, -1.169, 0.487, -0.721, -0.762, -0.128, 1.325, -1.130, -0.140, -0.226, 0.517, 0.499, 0.480, 0.647, 0.084, 0.233, 0.529, 0.478, -1.605, 0.424, 0.501]}

---

Record 3
{"formula": "C28H38N4PdS3", "method": "ωB97M-V with the def2-TZVPD basis set", "e_homo_ev": [-12.61, -12.61], "lumo_ha": [-0.3341, -0.3344], "charge": 2, "homo_lumo_gap_ev": [3.515, 3.506], "spin_multiplicity": 1, "elements": ["Pd", "C", "C", "C", "N", "C", "C", "C", "C", "C", "C", "C", "N", "C", "C", "C", "N", "C", "C", "C", "C", "C", "C", "C", "N", "C", "C", "H", "H", "H", "H", "H", "H", "H", "H", "H", "H", "H", "H", "H", "H", "H", "H", "H", "H", "H", "H", "H", "H", "H", "H", "H", "H", "C", "C", "S", "C", "C", "S", "C", "C", "S", "H", "H", "H", "H", "H", "H", "H", "H", "H", "H", "H", "H"], "positions_angstrom": [[0.0088, -0.1196, -0.1951], [0.2496, 2.6819, 2.3746], [-0.3007, 1.6945, 3.4105], [-0.6946, 0.2993, 2.8774], [0.3362, -0.1540, 1.9263], [1.5125, -0.4357, 2.3631], [1.7382, -0.8450, 3.7559], [2.8430, -0.7284, 4.5216], [3.9997, 0.0523, 4.2387], [4.3453, 0.7545, 3.0944], [3.7624, 0.6217, 1.8567], [2.6627, -0.2258, 1.4309], [2.7592, -0.5183, 0.1899], [2.0863, -1.6034, -0.4885], [2.3245, -1.5451, -1.9952], [1.1620, -0.9148, -2.7536], [0.4781, 0.1839, -2.0645], [0.6678, 1.4751, -2.3805], [1.6354, 1.9146, -3.2770], [1.6889, 3.0995, -4.0053], [0.7883, 4.1448, -4.0241], [-0.2793, 4.3156, -3.1579], [-0.6680, 3.5580, -2.0617], [-0.1738, 2.3368, -1.5986], [-0.5146, 1.7892, -0.4239], [-1.4616, 2.4345, 0.4895], [-0.8077, 3.3605, 1.5147], [0.8299, 3.4410, 2.9009], [0.9530, 2.1819, 1.7042], [0.4480, 1.5595, 4.1971], [-1.1924, 2.0984, 3.8949], [-0.8260, -0.3812, 3.7210], [-1.6339, 0.3347, 2.3381], [0.8974, -1.3610, 4.2065], [2.8060, -1.1905, 5.4998], [4.7089, 0.1319, 5.0574], [5.2212, 1.3868, 3.1579], [4.2389, 1.1212, 1.0196], [2.4334, -2.5467, -0.0585], [0.9815, -1.6707, -0.2944], [3.2536, -0.9932, -2.1452], [2.4858, -2.5499, -2.3864], [1.5046, -0.5693, -3.7281], [0.4079, -1.6721, -2.9476], [2.4302, 1.2040, -3.4731], [2.5306, 3.1846, -4.6830], [0.9451, 4.9156, -4.7670], [-0.8765, 5.2053, -3.3211], [-1.4807, 3.9780, -1.4868], [-2.2155, 2.9945, -0.0632], [-2.0138, 1.6431, 0.9864], [-0.3544, 4.2112, 1.0003], [-1.6075, 3.7624, 2.1432], [-3.5220, -1.9184, -2.4227], [-3.8953, -1.1412, -1.1579], [-2.5978, -0.7871, 0.0681], [-2.7757, -2.0894, 1.3184], [-2.5562, -3.5378, 0.9113], [-0.9070, -3.9512, 0.3113], [-0.9519, -3.6026, -1.4619], [-1.9667, -4.3203, -2.3349], [-3.6765, -3.7164, -2.2834], [-2.5314, -1.6431, -2.7870], [-4.2335, -1.6310, -3.1976], [-4.6941, -1.6469, -0.6137], [-4.2619, -0.1503, -1.4291], [-3.7759, -1.9801, 1.7450], [-2.0558, -1.8111, 2.0883], [-3.2910, -3.8548, 0.1756], [-2.6903, -4.1632, 1.7961], [0.0473, -3.9199, -1.7787], [-1.0252, -2.5288, -1.6133], [-2.0432, -5.3719, -2.0559], [-1.6198, -4.2808, -3.3690]], "atomic_forces_ev_per_a": [[0.8, 0.7, 0.1], [-0.1, 0.0, 0.0], [0.1, -0.1, 0.0], [0.1, -0.1, -0.1], [-0.6, 0.3, -0.1], [0.2, -0.3, 0.5], [-0.2, 0.1, -0.5], [0.4, 0.2, 0.0], [-0.1, -0.1, 0.2], [0.0, 0.0, -0.1], [-0.1, -0.1, 0.0], [0.0, 0.2, 0.3], [-0.1, -0.3, -0.3], [0.1, 0.2, 0.0], [0.1, 0.1, 0.0], [-0.2, 0.3, -0.1], [0.2, -0.3, -0.5], [0.2, -0.5, -0.1], [0.2, 0.2, -0.3], [0.1, -0.2, 0.1], [0.0, 0.1, 0.0], [-0.1, 0.0, 0.2], [0.0, 0.3, -0.1], [-0.3, 0.2, 0.4], [-0.2, 0.6, 0.3], [0.1, -0.1, -0.1], [0.0, 0.0, -0.1], [-0.1, 0.0, 0.0], [0.1, 0.0, 0.0], [0.0, -0.1, 0.0], [0.1, 0.1, 0.0], [0.0, -0.1, 0.0], [0.0, 0.0, 0.0], [0.0, -0.1, -0.1], [0.1, 0.0, 0.0], [-0.1, 0.0, 0.0], [0.0, 0.0, 0.0], [0.0, 0.0, 0.0], [0.0, 0.0, 0.1], [-0.2, -0.7, 0.3], [0.0, 0.0, 0.0], [0.0, 0.0, 0.0], [-0.1, 0.0, 0.0], [-0.1, -0.1, 0.0], [0.0, 0.1, -0.1], [0.0, 0.0, 0.0], [0.0, 0.0, 0.0], [0.0, 0.0, 0.0], [0.0, 0.1, 0.0], [-0.1, -0.1, -0.1], [-0.1, 0.0, 0.0], [0.0, 0.0, 0.0], [0.0, 0.0, 0.0], [0.0, 0.0, 0.0], [0.0, 0.0, -0.1], [0.0, -0.5, 0.1], [-0.1, -0.1, 0.0], [0.0, 0.1, 0.0], [0.1, 0.0, 0.1], [0.1, 0.0, 0.0], [0.0, 0.0, 0.0], [-0.1, -0.1, 0.0], [0.0, 0.0, 0.0], [0.0, 0.0, 0.0], [0.0, 0.0, 0.0], [0.0, 0.0, 0.0], [0.0, 0.0, 0.0], [0.0, 0.0, 0.0], [0.0, 0.0, 0.1], [0.0, 0.0, 0.0], [0.0, 0.0, 0.0], [0.0, 0.1, 0.0], [0.0, 0.0, 0.0], [0.0, 0.0, 0.0]], "mulliken_charge": [-0.410, -0.257, -0.887, -1.799, 1.304, 0.235, -0.195, -0.542, -0.073, -0.697, -0.500, 0.402, 0.001, -0.631, -0.843, -0.985, -0.139, 1.019, -0.603, -0.690, -0.549, -0.600, -0.428, 0.644, 0.393, -1.176, -0.889, 0.366, -0.121, 0.341, 0.486, 0.541, 0.674, 0.409, 0.433, 0.428, 0.460, 0.507, 0.563, 0.375, 0.326, 0.485, 0.642, 0.098, 0.414, 0.400, 0.385, 0.380, 0.347, 0.761, 0.053, 0.401, 0.451, -0.439, -1.165, 0.479, -0.717, -0.736, -0.127, 0.982, -1.075, -0.131, 0.095, 0.498, 0.521, 0.495, 0.658, -0.003, 0.219, 0.515, 0.507, -1.176, 0.397, 0.489]}

---

The calculation returns the following relative energy (zero: lowest compared OMol25 entry of this formula, charge and spin) values, one per record and in order: 0.0; 9.7; 59.9 kJ/mol.